85
Properties=species:S:1:pos:R:3:forces:R:3 method="wB97M-V/def2-TZVPD" e_tot_ev=-72423.62705 de_lowest_ev=1.810 multiplicity=2 lumo_ev="-6.31 / -6.30" e_homo_ev="-12.3385 / -11.9432" total_charge=+2 homo_lumo_gap_ev="6.03 / 5.64"
H -5.32065 -0.17444 -0.37937 0.00 0.00 0.00
N -0.93249 2.29924 0.85472 0.00 0.11 0.06
H -2.48955 1.79092 -1.33811 -0.02 -0.07 -0.07
H 1.21594 0.00868 3.59124 0.02 0.00 0.01
C 2.29425 2.71577 -3.06461 0.02 0.02 0.06
C -2.91968 -0.86649 2.06723 0.01 0.06 0.02
N -2.73663 0.93528 -0.85128 0.09 -0.11 -0.09
H -1.33203 1.70423 5.43399 0.00 0.00 0.00
H 3.03448 1.94538 -4.86305 0.02 -0.01 0.02
C -2.30523 -2.37805 -2.05589 0.06 -0.10 0.22
H -0.14536 0.61549 -3.59731 -0.02 0.04 -0.05
H 3.18819 2.39732 -2.52878 0.01 0.02 -0.01
H -5.38482 0.43628 1.25420 0.00 0.00 0.00
H 4.24227 -0.51170 2.35301 0.00 0.00 0.00
H -0.89654 -0.85977 2.38268 0.00 0.01 -0.03
H -1.34653 -1.85133 1.22205 -0.05 -0.01 0.00
H 0.17246 2.91471 -2.73897 0.00 0.02 0.02
C 3.28905 -3.68752 0.44680 0.00 0.01 0.00
H 2.42118 3.74871 -3.38347 -0.02 0.00 0.00
H -0.75066 -4.82868 -0.24903 -0.03 0.01 -0.03
C -1.63013 3.96665 2.37043 -0.03 0.01 0.00
C -1.42513 2.33521 4.56048 -0.01 0.01 0.00
H 5.12824 -4.50746 1.17360 0.00 0.00 0.00
H 2.13510 -2.28974 -2.78205 0.00 -0.03 -0.01
Re -0.53194 0.35026 0.03511 -0.15 -0.30 -0.06
H 1.61407 0.84080 -1.26794 -0.03 0.01 0.02
C -4.69608 0.10553 0.47377 0.02 -0.01 -0.02
C 4.80940 -2.48656 1.83946 0.00 -0.01 0.00
H 2.60854 2.46150 0.34985 -0.01 -0.02 -0.02
C 1.97556 0.41568 -3.89642 0.01 -0.03 0.01
H -4.45797 2.07151 -0.32383 0.00 0.00 0.00
C -1.86212 3.65804 4.71205 0.02 -0.01 0.00
C -3.92525 -1.12225 0.94691 0.04 0.00 -0.01
C 3.95370 -1.39986 1.80402 -0.02 0.01 -0.01
H 2.78129 0.72759 3.28604 0.01 -0.04 0.00
H -2.29267 5.51314 3.72311 0.00 0.00 0.00
C -1.09282 1.83000 3.32436 -0.11 -0.04 -0.03
N -2.01777 -0.54141 -3.84856 -0.15 0.19 -0.19
S -1.70081 4.77672 0.84840 0.01 0.01 -0.01
C -1.16624 3.34216 0.10242 -0.05 -0.05 0.03
N -4.49953 -3.74412 -2.17703 -0.02 0.02 -0.03
H -4.63745 -1.88597 1.25829 -0.01 0.02 0.01
H -3.07714 0.10466 2.53593 0.00 0.02 0.00
C 0.73265 0.32009 -3.02771 0.12 -0.08 0.02
C -3.82473 1.29115 0.10385 0.00 0.05 0.03
H 1.33787 1.70065 3.09396 0.09 -0.03 -0.02
H 3.04526 -4.61097 -0.07186 -0.01 0.00 -0.01
H 0.53785 -4.81110 0.96228 -0.03 0.00 0.01
C 4.47590 -3.64484 1.15290 0.01 0.00 0.01
H -3.13060 0.34748 -1.58270 -0.05 0.06 0.10
H -3.02491 -1.62098 2.84789 0.01 0.01 0.01
Si 1.02015 -3.07949 -0.70914 -0.13 0.02 -0.06
H 0.81825 -5.50993 -0.62613 0.02 0.00 0.02
H 1.19923 3.14322 -1.31172 -0.09 0.04 0.06
C 2.98142 1.43174 0.37379 0.00 0.03 0.00
C -1.96288 4.48844 3.62028 0.00 0.00 0.00
H 0.79128 -3.38998 -3.18264 0.00 0.00 0.00
H 2.31702 -4.01522 -2.56456 -0.01 -0.01 0.00
H 1.41061 2.16346 -4.86617 0.01 0.00 -0.02
H -2.11396 4.03016 5.69534 0.00 0.00 0.00
H 0.59790 -0.72002 -2.74620 -0.04 0.02 -0.02
N 0.80587 1.14024 -1.81356 -0.03 0.27 0.06
C -1.19903 2.64810 2.19822 0.04 0.00 0.03
N -1.52077 -2.65820 -1.08613 0.08 0.17 0.08
H 2.87367 0.09823 -3.36484 0.01 0.01 0.00
H -3.38404 -1.55066 0.10461 -0.02 -0.06 0.03
H -3.35562 1.71203 0.99280 0.00 -0.01 0.01
H -0.70484 0.83147 3.23823 -0.09 0.02 0.00
N -1.50850 -0.90715 1.57077 0.06 0.07 -0.02
C 1.60282 -3.19355 -2.47761 0.01 -0.01 0.00
C 1.05069 2.54028 -2.20370 -0.04 0.00 0.05
C -2.14268 -1.34790 -3.04543 0.31 -0.15 0.10
H 3.37678 1.17058 -0.61689 0.01 -0.01 0.02
H 5.73142 -2.43431 2.40359 0.00 0.00 0.00
H 1.87212 -0.17463 -4.80539 -0.01 0.00 0.00
H 3.85714 1.43589 1.02595 -0.01 0.00 0.02
C 2.41505 -2.58317 0.40240 0.03 0.05 -0.05
C 2.74586 -1.40891 1.09235 -0.04 -0.03 -0.04
O -0.36656 -1.90481 -0.93496 -0.14 -0.14 -0.10
C 1.74841 0.70310 2.93455 0.11 -0.01 0.02
N 2.19506 1.85093 -4.28817 -0.04 -0.01 -0.04
Si 1.69940 0.18429 1.10875 0.05 -0.04 0.05
H -1.09001 3.30578 -0.96667 0.14 -0.01 -0.20
C 0.31634 -4.69449 -0.09944 -0.01 0.05 -0.02
C -3.51736 -3.15307 -2.13535 0.02 -0.04 0.09